No. 1
Here is a molecular structure, C3H8N2O2 from OMol25. Energies are from the ωB97M-V functional and the def2-TZVPD basis.

Computed properties:
- E_LUMO: 0.113 eV
- Charge: 0
- Energy relative to the best compared isomer or geometry (same formula, charge and spin): 656.6 kJ/mol
- DFT total energy: -378.89093 Ha

Last column: Mulliken charge in e.
Atoms and positions in Å:
C  -0.893  0.143  -0.683  -0.50
C  -1.113  -1.358  -0.661  -0.86
N  1.647  0.935  -0.266  -0.41
C  1.114  0.254  0.679  0.59
O  3.022  1.344  -0.031  -0.43
O  -1.678  0.868  0.233  -0.50
N  0.794  -0.058  1.815  -0.54
H  3.020  2.255  0.299  0.32
H  -1.660  0.459  1.107  0.35
H  0.323  0.744  -0.911  0.49
H  -1.232  0.509  -1.667  0.34
H  0.182  -0.833  2.031  0.30
H  -1.281  -1.741  0.349  0.22
H  -1.999  -1.637  -1.235  0.33
H  -0.245  -1.884  -1.061  0.29

=====

No. 2
Here is 2 unconnected molecules or ions with the total composition C4H12 from OMol25. Energies are from the ωB97M-V functional and the def2-TZVPD basis.

Computed properties:
- E_LUMO: 1.162 eV
- Structure (SMILES): CC.CC
- Charge: 0
- Energy relative to the best compared isomer or geometry (same formula, charge and spin): 79.3 kJ/mol
- DFT total energy: -159.55477 Ha

Last column: Mulliken charge in e.
Atoms and positions in Å:
C  0.860  -1.505  1.293  -0.81
C  -0.217  -2.072  0.313  -0.79
H  1.814  -1.763  0.836  0.24
H  0.820  -0.426  1.380  0.25
H  0.770  -2.012  2.249  0.30
H  -1.200  -2.325  0.704  0.29
H  0.334  -2.987  0.083  0.29
H  -0.422  -1.465  -0.564  0.22
C  -0.515  1.693  0.013  -0.39
C  -0.266  1.977  -1.486  -0.94
H  0.232  0.981  0.333  -0.20
H  -0.259  2.667  0.426  0.35
H  -1.520  1.337  0.206  0.31
H  0.253  1.162  -2.036  0.28
H  0.450  2.787  -1.605  0.32
H  -1.134  1.951  -2.146  0.29

=====

No. 3
Here is a molecular structure, C50H63BBaN6O5Sb from OMol25. Energies are from the ωB97M-V functional and the def2-TZVPD basis.

Computed properties:
- E_LUMO: 2.288 eV
- Charge: -1
- Energy relative to the best compared isomer or geometry (same formula, charge and spin): 180.5 kJ/mol
- DFT total energy: -2938.65992 Ha

Last column: Mulliken charge in e.
Atoms and positions in Å:
Ba  -0.940  0.219  -1.593  2.94
C  1.805  -4.941  0.526  -0.94
C  0.560  -4.564  -0.216  0.34
C  -0.224  -5.383  -0.996  -1.14
C  -1.218  -4.531  -1.538  -0.45
N  -1.052  -3.293  -1.120  -0.24
N  0.045  -3.310  -0.286  0.70
B  0.406  -1.863  0.179  0.78
N  0.108  -1.458  1.667  0.87
N  -0.742  -0.363  1.692  0.09
C  -1.175  -0.254  2.933  -0.67
C  -0.624  -1.278  3.744  -0.67
C  0.166  -2.021  2.903  0.26
C  0.905  -3.277  3.248  -1.53
C  -2.229  0.778  3.294  3.22
C  -3.288  0.097  4.170  -2.06
C  -1.615  1.952  4.073  -1.15
C  -2.896  1.312  2.024  -2.10
N  1.761  -1.323  -0.462  0.71
N  1.527  -0.588  -1.600  -0.17
C  2.699  -0.297  -2.139  -0.99
C  3.732  -0.812  -1.335  -0.26
C  3.101  -1.469  -0.294  0.24
C  3.762  -2.236  0.812  -1.64
C  2.768  0.386  -3.496  2.82
C  2.297  -0.623  -4.561  -1.74
C  4.213  0.785  -3.783  -2.11
C  1.861  1.629  -3.576  -1.19
C  -2.349  -4.874  -2.483  2.78
C  -3.090  -3.605  -2.909  -2.04
C  -1.778  -5.567  -3.724  -1.81
C  -3.322  -5.823  -1.776  -1.89
H  1.647  -5.864  1.086  0.37
H  2.630  -5.112  -0.169  0.26
H  2.120  -4.181  1.230  -0.19
H  -0.085  -6.447  -1.149  0.50
H  -0.427  -1.251  -0.371  -1.62
H  -0.775  -1.465  4.803  0.40
H  0.734  -3.495  4.303  0.47
H  0.549  -4.131  2.666  0.19
H  1.985  -3.194  3.107  0.19
H  -2.860  -0.250  5.119  0.34
H  -4.092  0.808  4.400  0.47
H  -3.723  -0.768  3.658  0.35
H  -1.049  1.595  4.942  0.30
H  -0.939  2.540  3.440  -0.40
H  -2.409  2.622  4.427  0.63
H  -3.358  0.499  1.452  0.48
H  -3.674  2.037  2.295  0.56
H  -2.178  1.813  1.363  -0.02
H  4.799  -0.728  -1.476  0.52
H  4.689  -1.734  1.095  0.52
H  3.138  -2.302  1.701  -0.07
H  4.019  -3.246  0.501  0.31
H  2.873  -1.552  -4.491  0.35
H  1.237  -0.860  -4.439  0.17
H  2.430  -0.202  -5.566  0.49
H  4.867  -0.093  -3.838  0.35
H  4.266  1.305  -4.744  0.46
H  4.610  1.452  -3.007  0.22
H  0.804  1.391  -3.468  0.09
H  2.108  2.376  -2.821  -0.20
H  1.961  2.101  -4.560  0.53
H  -2.420  -2.910  -3.425  0.29
H  -3.912  -3.867  -3.589  0.46
H  -3.503  -3.076  -2.044  0.35
H  -1.075  -4.909  -4.244  0.29
H  -1.247  -6.486  -3.455  0.38
H  -2.586  -5.829  -4.419  0.44
H  -3.768  -5.339  -0.902  0.35
H  -4.129  -6.122  -2.457  0.45
H  -2.809  -6.729  -1.435  0.39
O  -1.734  3.432  -3.218  -0.79
C  -2.247  2.673  -2.404  -0.10
O  -1.692  2.243  -1.296  -0.49
C  -3.674  2.149  -2.679  0.03
C  -4.260  1.331  -1.514  0.35
C  -5.761  1.097  -1.699  -0.91
C  -5.769  0.027  -2.837  -1.02
C  -4.273  -0.147  -3.101  -0.02
O  -3.715  0.000  -1.762  -0.25
C  -3.726  1.090  -3.863  0.55
C  -2.375  0.787  -4.521  -0.39
O  -2.218  0.985  -5.712  -0.81
O  -1.495  0.276  -3.680  -0.74
H  -4.274  3.026  -2.908  0.46
H  -3.961  1.686  -0.535  0.18
H  -6.287  2.016  -1.965  0.39
H  -6.197  0.703  -0.783  0.33
H  -6.298  0.352  -3.734  0.40
H  -6.208  -0.910  -2.498  0.34
H  -3.980  -1.100  -3.528  0.46
H  -4.395  1.390  -4.659  0.38
C  2.652  0.076  5.424  -0.90
C  1.729  1.115  5.404  -0.71
C  1.362  1.711  4.197  -1.56
C  1.913  1.272  2.994  1.31
C  2.849  0.235  3.029  -0.63
C  3.221  -0.362  4.229  -0.51
Sb  1.471  2.040  1.046  0.35
C  3.449  2.895  0.862  0.61
C  3.963  3.124  -0.418  -0.50
C  5.221  3.693  -0.604  -0.56
C  5.996  4.040  0.498  -0.54
C  5.508  3.805  1.780  -0.87
C  4.250  3.234  1.959  -0.34
C  0.538  3.872  1.668  0.14
C  1.092  4.738  2.619  -0.02
C  0.416  5.889  3.012  -0.75
C  -0.826  6.194  2.455  -0.57
C  -1.376  5.356  1.493  -0.64
C  -0.699  4.200  1.097  0.14
H  2.934  -0.385  6.364  0.32
H  1.287  1.466  6.330  0.39
H  0.638  2.520  4.207  1.04
H  3.316  -0.087  2.107  0.33
H  3.954  -1.163  4.232  0.42
H  3.379  2.853  -1.289  0.34
H  5.593  3.860  -1.610  0.44
H  6.975  4.487  0.359  0.37
H  6.108  4.063  2.647  0.39
H  3.906  3.033  2.969  0.32
H  2.063  4.522  3.056  0.28
H  0.859  6.550  3.749  0.42
H  -1.355  7.089  2.765  0.37
H  -2.334  5.597  1.040  0.47
H  -1.132  3.565  0.324  -0.12

=====

No. 4
Here is a molecular structure, C23H26B2F6N7O8S2Se2Ti from OMol25. Energies are from the ωB97M-V functional and the def2-TZVPD basis.

Computed properties:
- E_LUMO (alpha / beta): 3.624 / 3.624 eV
- 2S+1: 2
- Charge: -2
- Energy relative to the best compared isomer or geometry (same formula, charge and spin): 25.5 kJ/mol
- DFT total energy: -8975.30832 Ha

Last column: Mulliken spin population.
Atoms and positions in Å:
Ti  0.058  -1.479  -0.773  0.00
O  -4.233  1.155  -3.982  0.00
C  -4.036  -0.121  -3.365  0.00
C  -3.262  0.018  -2.043  0.00
C  -4.022  1.049  -1.191  0.00
O  -3.715  1.064  0.185  0.00
C  -3.299  -1.394  -1.442  0.00
Se  -2.245  -1.837  0.171  0.00
C  -1.853  0.484  -2.419  0.00
Se  -0.614  0.986  -0.967  0.00
H  -4.431  1.009  -4.910  0.00
H  -3.471  -0.782  -4.031  0.00
H  -5.010  -0.586  -3.162  0.00
H  -5.093  0.823  -1.256  0.00
H  -3.873  2.039  -1.639  0.00
H  -2.744  1.046  0.267  0.00
H  -2.992  -2.112  -2.206  0.00
H  -4.329  -1.631  -1.166  0.00
H  -1.935  1.366  -3.052  0.00
H  -1.359  -0.289  -3.017  0.00
C  0.151  5.811  4.920  0.00
C  -0.509  5.230  3.668  0.00
C  0.205  4.029  3.137  0.00
N  -0.273  2.836  3.172  0.00
N  0.559  1.893  2.637  0.00
C  1.688  2.390  2.197  0.00
N  2.663  1.666  1.648  0.01
S  1.794  4.116  2.419  0.00
H  -0.406  6.675  5.288  0.00
H  1.173  6.130  4.713  0.00
H  0.190  5.061  5.711  0.00
H  -0.568  5.997  2.892  0.00
H  -1.529  4.911  3.888  0.00
H  2.421  0.711  1.404  0.00
H  3.497  2.093  1.236  0.00
N  -0.990  -0.416  3.287  0.00
C  -1.186  -1.709  3.164  0.00
N  -0.495  -2.565  2.424  0.00
C  -1.027  -3.860  2.470  0.00
C  -0.619  -4.946  1.702  0.00
C  -1.294  -6.145  1.848  0.00
C  -2.362  -6.280  2.734  0.00
C  -2.789  -5.195  3.481  0.00
C  -2.114  -3.994  3.331  0.00
S  -2.484  -2.459  4.065  0.00
H  -0.267  0.131  2.796  0.00
H  -1.718  0.148  3.694  0.00
H  0.185  -4.847  0.990  0.00
H  -0.991  -6.986  1.238  0.00
H  -2.875  -7.230  2.825  0.00
H  -3.637  -5.273  4.150  0.00
F  1.562  -3.166  1.326  0.00
B  0.663  -2.120  1.399  0.00
F  1.257  -0.994  1.996  0.00
F  0.844  -4.307  -3.467  0.00
B  0.629  -4.120  -2.127  0.00
F  0.167  -5.265  -1.498  0.00
F  1.699  -3.551  -1.451  0.00
F  -0.456  -3.079  -1.972  0.00
O  1.253  -1.022  -2.538  0.00
C  2.079  -0.485  -1.769  -0.02
O  1.982  -0.709  -0.511  0.01
C  3.084  0.495  -2.259  -0.08
C  3.876  1.133  -1.329  0.10
C  4.696  2.209  -1.701  0.00
C  4.802  2.543  -3.060  0.14
C  4.024  1.845  -3.964  -0.05
C  3.132  0.841  -3.610  0.16
N  4.127  2.214  -5.387  0.00
O  3.400  1.645  -6.182  -0.01
O  4.909  3.093  -5.704  0.00
N  5.340  2.956  -0.733  0.24
O  5.075  2.714  0.507  0.17
O  6.124  3.890  -1.083  0.26
H  3.846  0.810  -0.306  0.03
H  5.455  3.341  -3.371  0.03
H  2.499  0.356  -4.335  0.03

=====

No. 5
Here is 2 unconnected molecules or ions with the total composition C19H24N3 from OMol25. Energies are from the ωB97M-V functional and the def2-TZVPD basis.

Computed properties:
- E_LUMO: -5.818 eV
- Charge: +1
- Energy relative to the best compared isomer or geometry (same formula, charge and spin): 116.4 kJ/mol
- DFT total energy: -902.37575 Ha

Last column: Mulliken charge in e.
Atoms and positions in Å:
C  -4.179  0.407  1.056  -0.49
C  -3.553  -0.832  1.254  -0.64
C  -2.246  -0.882  1.764  -0.10
C  -1.607  0.305  2.130  0.32
C  -0.223  0.298  2.757  0.41
N  0.700  -0.304  1.837  -0.54
C  1.941  0.056  1.803  0.04
N  2.660  0.084  0.638  -0.16
C  4.045  0.406  0.825  -0.47
C  4.186  0.461  2.344  -0.46
N  2.823  0.379  2.810  -0.04
C  -2.209  1.542  1.884  -0.47
C  -3.491  1.598  1.331  -0.56
H  -5.202  0.447  0.680  0.38
H  -4.072  -1.765  1.017  0.38
H  -1.717  -1.836  1.860  0.35
H  0.020  1.335  3.047  0.56
H  -0.230  -0.317  3.668  -0.74
H  2.185  0.003  -0.250  0.22
H  4.677  -0.369  0.386  0.28
H  4.288  1.366  0.358  0.28
H  4.776  -0.390  2.698  0.27
H  4.666  1.386  2.663  0.31
H  2.568  0.329  3.790  0.17
H  -1.650  2.449  2.134  0.32
H  -3.945  2.570  1.129  0.38
C  -0.171  -2.979  4.324  -1.12
C  -0.182  -1.952  5.396  1.08
C  -1.409  -1.125  5.557  -1.02
C  0.821  -1.970  6.396  0.71
C  0.833  -1.043  7.493  -0.26
C  1.799  -1.113  8.485  -0.87
C  2.797  -2.099  8.443  -0.25
C  2.794  -3.042  7.404  -0.87
C  1.849  -2.972  6.392  -0.20
H  0.820  -3.060  3.858  0.41
H  -0.451  -3.974  4.705  0.50
H  -0.876  -2.720  3.526  -0.05
H  -1.203  -0.159  6.033  0.37
H  -1.864  -0.909  4.582  0.37
H  -2.189  -1.637  6.147  0.38
H  0.056  -0.275  7.551  0.29
H  1.774  -0.400  9.313  0.39
H  3.567  -2.135  9.215  0.42
H  3.533  -3.847  7.394  0.39
H  1.865  -3.713  5.588  0.34

=====

No. 6
Here is a molecular structure, C2H2N2O from OMol25. Energies are from the ωB97M-V functional and the def2-TZVPD basis.

Computed properties:
- E_LUMO (alpha / beta): -1.073 / -1.072 eV
- Charge: 0
- Energy relative to the best compared isomer or geometry (same formula, charge and spin): 503.4 kJ/mol
- DFT total energy: -261.97217 Ha

Last column: Mulliken charge in e.
Atoms and positions in Å:
C  -0.756  -0.571  -0.936  -0.49
C  -0.616  -0.868  0.439  0.71
N  0.065  0.506  -0.768  0.30
N  0.213  0.730  0.549  -0.55
O  -0.675  -1.628  1.351  -0.36
H  0.444  1.007  -1.464  0.14
H  1.325  0.824  0.829  0.24

=====

No. 7
Here is Br2H2NOP in the gas phase from OMol25. Energies are from the ωB97M-V functional and the def2-TZVPD basis.

Computed properties:
- E_LUMO: 0.085 eV
- Structure (SMILES): NP(=O)(Br)Br
- Charge: 0
- Energy relative to the best compared isomer or geometry (same formula, charge and spin): 0.0 kJ/mol
- DFT total energy: -5620.67769 Ha

Last column: Mulliken charge in e.
Atoms and positions in Å:
N  0.947  0.000  0.510  -0.56
P  -0.479  0.000  -0.350  0.83
O  -0.443  0.000  -1.807  -0.55
Br  -1.502  -1.742  0.482  -0.14
Br  -1.501  1.742  0.482  -0.14
H  1.488  0.835  0.341  0.28
H  1.489  -0.835  0.341  0.28

=====

No. 8
Here is 2 unconnected molecules or ions with the total composition CH3FO2S from OMol25. Energies are from the ωB97M-V functional and the def2-TZVPD basis.

Computed properties:
- E_LUMO: -0.236 eV
- Charge: 0
- Energy relative to the best compared isomer or geometry (same formula, charge and spin): 344.6 kJ/mol
- DFT total energy: -688.27559 Ha

Last column: Mulliken charge in e.
Atoms and positions in Å:
C  0.933  0.171  -0.127  -0.25
O  -1.458  -1.294  -0.404  -0.49
O  -1.584  1.106  0.110  -0.57
F  1.512  -0.968  0.284  -0.20
S  -0.852  -0.148  0.125  0.83
H  0.939  0.306  -1.814  0.26
H  1.340  1.132  0.344  0.30
H  -0.830  -0.303  1.480  0.12